150
Properties=species:S:1:pos:R:3:forces:R:3:mulliken_charge:R:1 method="wB97M-V/def2-TZVPD" total_energy_ev=-220944.962 lumo_energy_ev=2.405 orbital_gap_ha=0.1366 total_charge=-2 homo_ev=-1.31
K -1.73480 1.24124 -1.99704 -0.439 0.119 -0.093 1.013
K -0.78354 2.37004 1.48219 -0.216 0.354 0.414 1.246
K 0.06924 -2.59178 -2.96969 -0.304 0.298 0.021 0.677
K 2.12863 0.71188 -3.49502 -0.541 -0.406 -0.231 0.875
K 2.99460 1.10625 2.03703 -0.345 0.399 0.004 0.865
K -1.65677 -1.34401 0.73311 -0.644 -0.102 0.100 1.612
K 1.97241 -2.55472 0.25013 -0.458 0.210 -0.018 0.506
F -0.88071 -3.81777 -0.14466 0.478 0.096 -0.442 -0.773
F 1.63921 -1.36208 -5.36705 -0.155 0.237 0.844 -0.883
O 3.11388 3.93150 2.44978 2.830 -1.949 -0.840 -0.155
C 1.99775 4.32070 3.00899 -6.068 -1.208 1.067 0.487
O 1.04619 3.48989 3.21914 1.692 -0.452 -0.669 -0.668
O 1.92829 5.51761 3.20005 0.275 2.687 0.839 -0.787
H 3.50899 4.78846 2.62617 1.483 0.469 -0.707 0.134
P -3.73865 1.32500 0.65063 -5.925 -1.000 -0.795 -1.618
O -3.04035 1.04326 2.01647 1.605 0.350 -1.147 -0.671
O -3.47195 0.16976 -0.39164 2.086 0.668 0.431 -0.687
O -3.23533 2.68448 0.05073 1.392 -0.564 0.061 -0.300
O -5.28915 1.26064 0.79616 2.345 1.073 0.343 -0.885
P 0.99717 0.37236 -0.43440 -1.457 -0.447 0.208 -1.724
O 2.47737 0.14399 -0.73255 1.569 -0.401 -0.658 -0.939
O 0.75963 -0.01030 1.05561 0.034 0.729 -0.309 -0.523
O 0.19276 -0.64397 -1.28354 0.308 0.644 -0.249 0.364
O 0.66900 1.85740 -0.73834 -0.171 -1.483 0.537 -0.365
C 6.94617 -1.31459 -0.58664 1.787 -0.448 0.567 -0.916
C 5.62867 -1.76906 -1.07727 -0.523 -0.118 -1.197 0.317
O 4.60991 -1.33679 -0.22026 0.082 -0.766 0.346 -0.132
H 7.10383 -0.23631 -0.61017 -0.396 0.006 0.104 -0.113
H 7.79521 -1.74529 -1.11743 -0.095 -0.090 -0.586 0.457
H 7.14288 -1.68950 0.41777 -0.345 0.278 0.344 0.252
H 5.53654 -2.83502 -1.28546 0.385 -0.464 0.797 -0.142
H 5.47785 -1.42655 -2.10101 -0.169 0.748 -0.197 0.209
H 4.05723 -0.70840 -0.69066 -0.848 0.569 0.147 0.288
C 6.30528 2.76207 -1.47288 -0.940 0.284 -0.682 -1.053
C 4.94960 2.15354 -1.82264 0.417 0.048 0.946 0.031
O 4.38438 1.71873 -0.59884 1.442 1.232 -0.047 0.575
H 6.15770 3.65117 -0.85983 0.081 -0.430 0.668 0.270
H 6.80608 3.18044 -2.34596 0.258 -0.559 -0.243 0.415
H 6.80457 1.90341 -1.02399 0.665 0.692 0.308 -0.068
H 5.16453 1.26380 -2.41448 -0.188 -0.118 -0.670 0.197
H 4.28102 2.84970 -2.32906 -0.010 0.030 -0.242 0.091
H 3.54269 1.30266 -0.79891 -1.244 -0.776 0.143 -0.092
C -2.82134 6.84194 2.12636 1.293 0.569 0.241 -1.640
C -2.36624 5.40027 1.83435 -1.296 -0.654 -0.603 0.920
O -3.51139 4.58177 1.80769 -0.304 1.148 1.281 -0.538
H -2.14573 7.52242 1.60811 0.319 0.205 0.134 0.363
H -2.76559 7.09624 3.18481 0.118 -0.165 0.134 0.359
H -3.80481 7.19381 1.81482 -0.220 -1.003 -0.327 0.371
H -1.63232 4.94475 2.49915 0.102 0.732 0.938 0.318
H -1.83055 5.30480 0.88989 -0.110 0.510 -0.666 -0.537
H -3.48727 3.94905 1.08611 0.124 -1.141 -0.851 0.406
C -0.82771 -2.16349 4.18563 0.292 -0.445 -0.434 -0.716
C 0.44407 -2.64295 3.41035 -1.750 1.197 -0.096 -0.006
O 1.28583 -1.53363 3.06175 1.434 -1.623 1.591 -0.449
H -1.51635 -2.98587 4.37944 0.309 -0.344 0.252 0.333
H -1.49452 -1.47123 3.67158 0.432 0.377 -0.313 0.079
H -0.53243 -1.69843 5.12618 -0.002 0.000 -0.021 0.342
H 0.17278 -3.17553 2.49883 -0.383 -0.116 -0.262 -0.225
H 0.91765 -3.40614 4.02789 0.756 0.479 0.097 0.422
H 0.94469 -0.95471 2.37613 -0.927 0.414 -0.808 0.285
C -4.33423 5.77220 -2.99069 0.981 -0.545 1.876 -1.390
C -3.58341 4.87169 -1.91339 -0.812 0.153 -2.057 0.804
O -4.17444 3.59117 -2.13990 -0.036 1.368 -0.646 -0.554
H -5.31953 5.98024 -2.57356 -0.182 -0.271 -0.218 0.328
H -4.39954 5.14930 -3.88278 -0.026 0.453 -0.144 0.304
H -3.86840 6.75012 -3.11226 0.263 -0.074 -0.412 0.371
H -3.63598 5.29891 -0.91198 -0.696 -0.320 0.250 -0.038
H -2.51238 4.75539 -2.07916 0.374 0.433 -0.468 -0.176
H -3.87720 3.08449 -1.38061 -0.018 -1.019 1.523 0.314
C -2.94596 -4.80512 2.69362 0.797 -0.284 -0.219 -0.254
C -3.71381 -4.78901 1.35910 -0.230 -0.626 2.509 -0.500
O -3.45274 -3.59480 0.76448 -0.293 1.019 -1.445 -0.213
H -3.35855 -4.03904 3.35012 -0.005 -0.257 0.158 -0.050
H -1.90179 -4.55073 2.51171 0.094 0.460 -0.370 -0.179
H -2.78959 -5.77871 3.15812 -0.840 -0.250 0.312 0.429
H -4.76908 -4.77443 1.63164 -0.260 -0.279 -0.268 0.360
H -3.49570 -5.69830 0.79899 0.101 -0.005 -0.505 0.165
H -2.59683 -3.67381 0.33697 0.924 -0.140 -0.471 -0.030
C -1.27495 -8.04439 -2.76517 -0.850 -1.601 -0.230 -1.466
C -1.76051 -6.69812 -2.36196 2.448 -0.194 0.099 0.275
O -0.64195 -6.24791 -1.54763 -1.345 0.153 -0.739 -0.424
H -2.11601 -8.52244 -3.26735 0.172 -0.457 -0.385 0.406
H -1.03380 -8.66283 -1.90060 -0.147 0.108 0.230 0.330
H -0.38029 -8.08277 -3.38662 -0.156 0.475 -0.190 0.298
H -2.72933 -6.76441 -1.86688 0.132 0.286 0.346 0.279
H -1.83351 -6.11687 -3.28116 -0.297 0.492 0.102 0.131
H -0.87361 -5.36385 -1.25373 0.168 1.014 1.078 0.094
C -1.66898 1.98845 6.59334 -1.969 0.302 0.171 -1.679
C -1.66101 1.96004 5.06876 0.351 -1.837 0.186 0.720
O -2.52355 0.93392 4.50952 1.196 0.898 2.677 -0.395
H -0.81729 2.53202 7.00231 -0.045 0.055 -0.134 0.374
H -1.73453 1.00005 7.04818 0.405 -0.274 -0.334 0.359
H -2.60424 2.45076 6.90900 -0.013 0.365 0.400 0.392
H -0.61567 1.66046 4.99383 0.361 0.246 -1.499 0.013
H -1.88794 2.92781 4.62153 0.252 0.072 0.076 0.125
H -2.53443 1.01975 3.55343 -0.509 0.326 -1.119 0.348
C -5.61688 -2.04485 4.00957 -1.191 -2.307 1.073 -1.444
C -4.61962 -0.97148 3.87932 -0.418 -0.272 -0.249 0.338
O -4.21468 -1.08829 2.56089 0.168 -1.372 -0.032 -0.023
H -5.31073 -3.01380 3.61520 0.540 0.094 -0.591 0.129
H -6.57405 -1.85841 3.52256 0.032 0.386 0.058 0.337
H -5.77609 -2.35513 5.04227 -0.462 0.497 0.529 0.411
H -3.80134 -1.08836 4.58984 0.147 0.015 0.179 0.134
H -5.16309 -0.05957 4.12665 0.420 0.614 -0.238 0.235
H -3.74866 -0.29494 2.28698 0.230 1.211 -0.108 -0.255
C -3.46211 -3.08962 -3.91666 -0.781 0.888 0.903 -0.669
C -4.12739 -2.12981 -2.88313 0.098 -0.058 -0.863 -0.253
O -3.10123 -1.44833 -2.20552 0.787 -2.004 -2.100 0.094
H -2.77663 -2.51213 -4.53692 0.366 -0.070 0.192 0.018
H -4.19428 -3.50213 -4.61082 -0.129 -0.276 0.195 0.420
H -2.99715 -3.86516 -3.30802 0.341 -0.193 -0.433 -0.024
H -4.83162 -2.68164 -2.26051 0.414 -0.325 0.633 0.318
H -4.81643 -1.46530 -3.40443 0.186 0.585 -0.316 0.345
H -3.39063 -0.83403 -1.52694 -1.081 1.210 1.665 0.349
C 6.17160 1.63890 2.23066 -0.900 -0.653 -1.242 -0.180
C 7.58081 1.14434 2.39816 -1.338 -0.423 -0.936 -0.504
O 8.14369 1.90985 3.36269 2.109 1.717 2.128 -0.510
H 5.67412 0.92456 1.57465 -0.294 -0.279 0.038 -0.327
H 5.98972 2.57309 1.69934 0.544 0.287 0.323 0.283
H 5.67482 1.65601 3.20072 0.076 0.071 0.061 0.413
H 8.21577 1.22237 1.51564 -0.448 -0.463 -0.526 0.380
H 7.49128 0.11882 2.75649 0.314 -0.423 -0.295 0.127
H 9.01878 2.15717 3.05504 0.018 0.137 0.449 0.334
C 2.27095 4.72050 -1.10140 0.500 1.549 1.503 -0.979
C 0.91623 4.76271 -1.74233 1.206 1.369 -0.158 0.285
O 0.86319 3.62298 -2.47655 -1.190 -1.204 -2.915 -0.648
H 2.22116 4.00969 -0.27655 0.424 -0.159 -0.126 0.123
H 2.52837 5.68801 -0.67040 -0.114 0.205 0.454 0.492
H 3.12100 4.54458 -1.76062 -0.395 -0.472 -0.365 0.134
H 0.82041 5.58903 -2.44667 0.009 0.280 0.003 0.480
H 0.12999 4.90122 -1.00021 -0.223 -0.292 0.184 -0.361
H 0.89143 2.87790 -1.87186 -0.181 -0.898 0.977 0.364
C 4.13926 -5.33281 -1.23807 -1.652 -0.151 -0.945 -0.959
C 3.06287 -5.08434 -2.38896 1.100 -1.405 0.834 -0.335
O 2.89850 -3.75572 -2.69169 -0.306 2.095 0.008 -0.212
H 3.95902 -6.33544 -0.85034 0.437 -0.181 -0.144 0.396
H 3.99988 -4.67831 -0.37766 -0.063 0.286 -0.167 0.106
H 5.14541 -5.19901 -1.63540 -0.007 -0.168 0.122 0.335
H 2.06343 -5.46545 -2.17929 0.134 -0.235 0.511 0.248
H 3.38941 -5.57511 -3.30582 0.154 -0.551 0.081 0.398
H 3.65922 -3.45847 -3.19621 -0.114 0.313 -0.127 0.160
C -2.46865 0.44410 -6.72937 -0.136 1.306 -0.726 -1.330
C -1.65093 1.03782 -5.58806 -1.599 -1.957 0.501 -0.031
O -1.13569 -0.06321 -4.80494 0.353 1.256 0.478 -0.024
H -2.58124 1.28367 -7.41533 -0.161 -0.083 -0.528 0.410
H -3.49266 0.15798 -6.48927 0.246 -0.265 0.455 0.281
H -1.97096 -0.35738 -7.27529 0.161 -0.017 0.145 0.312
H -2.36555 1.51629 -4.91838 0.069 0.253 0.078 0.135
H -0.99464 1.83134 -5.94543 0.829 -0.519 0.141 0.305
H -0.82401 -0.78096 -5.36107 0.564 0.218 -0.415 0.098